[1]
Formula: C4H7NO3
Source: the Open Molecules 2025 dataset
Level of theory: ωB97M-V/def2-TZVPD

Last column: Löwdin charge in e.
Geometry (Å):
1 C 1.6100 1.0734 2.1772  -0.057
2 N 0.5217 1.2859 1.5749  -0.035
3 O 0.1043 0.1151 0.9925  -0.181
4 C -0.8682 0.3306 -0.0708  -0.354
5 C -0.9493 -1.2873 -0.3975  -0.136
6 O -0.7446 -1.3665 -1.7463  -0.065
7 C -0.0266 -0.1831 -2.1323  -0.055
8 O -0.4490 0.9574 -1.1655  -0.042
9 H 1.8930 -0.0840 2.3577  0.117
10 H 2.3625 1.7713 2.7058  0.091
11 H -1.8780 0.6623 0.4994  0.196
12 H -1.9771 -1.4658 -0.1131  0.116
13 H -0.3842 -1.8515 0.2342  0.090
14 H 1.2048 -0.0630 -1.8506  0.206
15 H -0.4192 0.1050 -3.0656  0.108

Results
* structure (SMILES): C=NO[C@@H]1COCO1
* ΔE to the lowest compared entry with this formula, charge and spin: 618.5 kJ/mol
* molar mass: 117.1 g mol⁻¹
* E_HOMO: -9.92 eV
* HOMO-LUMO gap: 10.86 eV



[2]
Formula: C7H18N2
Source: the Open Molecules 2025 dataset
Level of theory: ωB97M-V/def2-TZVPD

Last column: Löwdin charge in e.
Geometry (Å):
1 C -1.3885 -1.6591 -0.7871  -0.175
2 C -1.7555 0.7458 -1.1586  -0.036
3 C -2.9000 -0.3782 0.6424  -0.031
4 C -0.0276 -1.6879 -1.4497  -0.094
5 N -1.5906 -0.2646 -0.0966  -0.521
6 H -2.2105 -1.8367 -1.4805  0.110
7 H -1.4266 -2.3908 0.0214  0.114
8 H -3.1178 0.5919 1.0836  0.092
9 H -2.5803 0.4918 -1.8207  0.096
10 H -0.8243 0.8116 -1.7115  0.091
11 H -1.9301 1.7071 -0.6825  0.097
12 H -2.7864 -1.1060 1.4432  0.090
13 H -3.7107 -0.6801 -0.0193  0.088
14 H -0.0587 -1.3021 -2.4653  0.069
15 H 0.3731 -2.6970 -1.4738  0.074
16 H 0.6338 -1.0605 -0.8437  0.062
17 C 3.0425 0.9131 2.0389  -0.118
18 C 2.4349 1.1817 0.7008  -0.256
19 N -0.5413 0.1400 0.6643  -0.062
20 C 3.1000 1.6961 -0.3165  -0.030
21 H 1.3845 0.9206 0.6114  0.032
22 H -0.4513 -0.4989 1.4578  0.028
23 H 3.0165 -0.1543 2.2531  0.067
24 H 4.0727 1.2582 2.0872  0.064
25 H 2.4627 1.4120 2.8131  0.068
26 H 2.6349 1.8793 -1.2710  0.036
27 H 4.1445 1.9670 -0.2406  0.045

Results
* ΔE to the lowest compared entry with this formula, charge and spin: 387.1 kJ/mol
* molar mass: 130.2 g mol⁻¹
* E_HOMO: -7.29 eV
* HOMO-LUMO gap: 8.02 eV